No. 1
C43H34CrN5O4S3 | wB97M-V/def2-TZVPD

Structure (XYZ):
```
90
C43H34CrN5O4S3 wB97M-V/def2-TZVPD
Cr 0.10395 0.18874 0.09333
O 1.57967 1.19531 -0.82488
C 2.48820 1.79380 -0.24475
C 2.49966 2.20482 1.12525
C 3.50677 3.10825 1.50359
C 3.49897 3.65216 2.74660
C 2.48177 3.34150 3.66830
C 1.51735 2.43878 3.34204
C 1.51365 1.78267 2.07558
O 0.67402 0.84236 1.84551
N 4.56269 4.59439 3.12758
O 4.52473 5.05791 4.24979
O 5.42338 4.84427 2.30656
H 3.36675 2.06984 -0.84403
H 4.28184 3.39593 0.80170
H 2.48903 3.83086 4.63245
H 0.73431 2.17804 4.04169
N 0.20448 -1.71328 0.55880
S -0.62850 -2.88561 0.32325
N -1.50165 -3.02958 -1.08926
S -2.93282 -2.51154 -1.29066
N -3.29871 -1.05681 -0.96330
S -2.53157 0.23791 -1.65666
N -1.35075 0.83251 -1.03198
C -2.25352 -0.23886 -3.35916
C -3.20943 -0.03117 -4.34351
C -2.86741 -0.25104 -5.67243
C -1.58279 -0.66104 -5.99812
C -0.63554 -0.86137 -5.00096
C -0.96222 -0.64134 -3.67160
C -3.92722 1.31182 -1.75023
C -3.63202 2.66207 -1.88551
C -4.68293 3.56666 -1.91868
C -5.99515 3.12036 -1.81028
C -6.27129 1.76668 -1.67323
C -5.23151 0.84853 -1.64256
C -4.17193 -3.42856 -0.42482
C -4.17975 -4.80485 -0.61952
C -5.15658 -5.55711 0.01098
C -6.10055 -4.92871 0.81611
C -6.08169 -3.55347 0.98392
C -5.11396 -2.78375 0.34845
C -3.22932 -2.92306 -2.98150
C -4.48654 -2.62019 -3.49043
C -4.77030 -2.97118 -4.80000
C -3.80548 -3.61474 -5.56830
C -2.56261 -3.91594 -5.03470
C -2.26552 -3.57740 -3.71943
C -1.77231 -3.18054 1.66993
C -2.04756 -4.45326 2.14921
C -2.78965 -4.58849 3.31623
C -3.23031 -3.46031 3.99338
C -2.94070 -2.19205 3.50476
C -2.20035 -2.04325 2.34237
C 0.26281 -4.40301 0.18672
C 1.51134 -4.41664 0.79015
C 2.27537 -5.57224 0.69921
C 1.79193 -6.67927 0.01317
C 0.53966 -6.64629 -0.58798
C -0.23588 -5.50031 -0.50406
H -4.20739 0.30004 -4.08193
H -3.60203 -0.08710 -6.45155
H -1.31348 -0.81621 -7.03690
H 0.36997 -1.16948 -5.25937
H -0.22630 -0.75785 -2.88819
H -2.59998 2.98342 -1.94497
H -4.47490 4.62355 -2.02265
H -6.80892 3.83527 -1.82672
H -7.29552 1.42559 -1.58463
H -5.42768 -0.20853 -1.52343
H -3.44240 -5.27194 -1.26269
H -5.18759 -6.62993 -0.13251
H -6.86319 -5.51910 1.31055
H -6.82548 -3.07098 1.60626
H -5.07281 -1.70826 0.46819
H -5.22553 -2.12462 -2.87055
H -5.74482 -2.75177 -5.21765
H -4.03038 -3.88987 -6.59208
H -1.81901 -4.42161 -5.63840
H -1.29981 -3.79306 -3.27853
H -1.68977 -5.33126 1.62681
H -3.00507 -5.57669 3.70461
H -3.79050 -3.56893 4.91532
H -3.27063 -1.31225 4.04319
H -1.93425 -1.06249 1.97387
H 1.86533 -3.53125 1.30314
H 3.25355 -5.60337 1.16102
H 2.39902 -7.57341 -0.06022
H 0.17113 -7.51014 -1.12745
H -1.20755 -5.45371 -0.97829
```

## Properties
2S+1 ... 5
HOMO level (alpha / beta) ... -9.354 / -10.307 eV
<S²> ... 6.0120
HOMO-LUMO gap (alpha / beta) ... 6.511 / 7.460 eV
Total charge ... +1
Electronic energy ... -121696.7367 eV


No. 2
C43H34I2N5NaO | wB97M-V/def2-TZVPD

Structure (XYZ):
```
86
C43H34I2N5NaO wB97M-V/def2-TZVPD
Na 1.03266 0.73152 -0.77968
C 3.02191 -2.41795 -0.88150
C 3.00505 -3.68838 0.00730
C 1.68421 -3.98981 0.70262
C 1.07389 -5.22757 0.54180
C -0.18269 -5.44059 1.09883
C -0.79319 -4.41600 1.79370
C -0.09845 -3.22227 1.93380
N 1.11163 -3.02441 1.41712
N 3.55475 -1.12300 -0.38494
C 3.88490 -0.94133 1.01474
C 3.72723 0.50413 1.43267
C 4.63345 1.12681 2.28271
C 4.39589 2.43517 2.68155
C 3.27042 3.08513 2.20499
C 2.42882 2.39825 1.33980
N 2.65119 1.13896 0.96696
C 4.55844 -0.56661 -1.25288
C 4.01240 -0.02881 -2.56107
C 4.84880 0.71137 -3.39294
C 4.34509 1.22699 -4.57199
C 3.01580 0.98432 -4.88566
C 2.26278 0.23608 -4.00105
N 2.74108 -0.26909 -2.86396
H 2.00463 -2.27866 -1.25255
H 3.63330 -2.65983 -1.75501
H 3.83585 -3.68100 0.71931
H 3.17830 -4.52785 -0.66801
H 1.55831 -6.00318 -0.04136
H -0.68116 -6.39500 0.97728
H -1.79451 -4.51216 2.19451
H -0.52303 -2.38653 2.47011
H 4.90144 -1.28432 1.27930
H 3.14787 -1.49952 1.58509
H 5.50157 0.58626 2.64026
H 5.08423 2.93677 3.35148
H 3.05877 4.10992 2.48030
H 1.54102 2.86266 0.91232
H 5.36065 -1.29627 -1.47769
H 5.03100 0.27357 -0.73775
H 5.87918 0.89249 -3.10560
H 4.96895 1.82703 -5.22288
H 2.57168 1.39461 -5.78206
H 1.21598 0.03005 -4.20008
I 2.38133 4.42141 -4.72633
C 0.59936 4.18852 -3.62205
C -0.57134 4.78261 -4.08901
C -1.73793 4.61271 -3.39122
I -3.47610 5.56872 -4.14822
C -1.77244 3.90140 -2.16679
C -2.92463 3.65981 -1.38344
C -2.81754 3.03506 -0.17389
C -1.54297 2.66833 0.28960
N -0.45723 2.82962 -0.43069
C -0.55090 3.37890 -1.66096
C 0.69276 3.39858 -2.44781
O 1.72183 2.77105 -2.07656
H -0.55581 5.36477 -5.00010
H -3.89208 3.97233 -1.75554
H -3.69144 2.81019 0.42328
H -1.41673 2.25178 1.27917
C -0.97803 -0.30933 -0.07963
C -2.01905 -0.50044 0.56003
C -3.21688 -0.71141 1.31958
C -3.35263 -0.11329 2.60966
C -4.58697 -0.00708 3.32353
C -4.66329 0.56516 4.57938
C -3.53904 1.10589 5.20840
C -2.33303 1.08458 4.50499
C -2.23879 0.51124 3.25129
C -4.24977 -1.53976 0.71321
C -5.13017 -2.36151 1.45825
C -6.09390 -3.14827 0.84785
C -6.22517 -3.17547 -0.53847
C -5.33704 -2.41285 -1.29724
C -4.37015 -1.62798 -0.69442
H -5.49524 -0.36098 2.85567
H -5.62629 0.60752 5.08147
H -3.60484 1.53885 6.20046
H -1.44684 1.53260 4.94706
H -1.29606 0.52454 2.71521
H -5.02532 -2.39160 2.53557
H -6.74909 -3.76435 1.45825
H -6.98810 -3.78297 -1.01387
H -5.41035 -2.43567 -2.38142
H -3.67220 -1.05517 -1.29414
```

## Properties
HOMO level ... 0.644 eV
Relative energy (zero: lowest compared OMol25 entry of this formula, charge and spin) ... 1.248 eV
HOMO-LUMO gap ... 2.705 eV
Total charge ... -2
Electronic energy ... -75258.0357 eV


No. 3
C43H34N9NaO5S4Se | wB97M-V/def2-TZVPD

Structure (XYZ):
```
97
C43H34N9NaO5S4Se wB97M-V/def2-TZVPD
Na 1.97857 0.21796 0.54376
O 3.27158 2.48726 2.38052
N 3.14185 2.82486 3.54940
N 1.99438 2.29277 4.09696
O 1.18337 1.64345 3.37754
C 1.69271 2.69116 5.41034
C 2.51343 3.48263 6.21504
C 1.88153 4.24136 7.22260
C 0.59514 3.94220 7.64093
C -0.17275 3.00627 6.87906
C 0.36569 2.35973 5.78466
H 3.59385 3.60026 6.04286
H 2.45621 5.05353 7.65599
H 0.18407 4.49207 8.49540
H -1.21653 2.81677 7.17091
H -0.18464 1.64348 5.13684
C -8.82196 -7.60030 -2.90321
O -8.85086 -6.84381 -1.68091
C -7.71624 -6.27258 -1.26702
C -7.54012 -6.30537 0.13517
C -6.48631 -5.67166 0.71812
C -5.63429 -4.88962 -0.08915
C -5.74791 -4.93394 -1.51919
C -6.79932 -5.57535 -2.09761
N -4.69881 -4.16240 0.58098
N -4.00502 -3.40982 -0.21565
C -3.06487 -2.68543 0.43757
C -2.69179 -2.84585 1.80282
C -1.52110 -2.30669 2.28827
C -0.64692 -1.55906 1.40824
O 0.45529 -1.09924 1.78137
C -1.17019 -1.25498 0.02694
N -0.42092 -0.46195 -0.72656
C -0.77607 -0.21128 -1.98404
C -1.84684 -0.84435 -2.56851
C -2.62895 -1.68929 -1.79625
C -2.33983 -1.86533 -0.45901
H -9.60457 -8.35989 -2.80756
H -7.83733 -8.03033 -3.12833
H -9.03309 -6.94808 -3.75748
H -8.21875 -6.87282 0.76436
H -6.34481 -5.61925 1.80500
H -5.01399 -4.34652 -2.04774
H -6.84095 -5.56737 -3.20319
H -3.39137 -3.45372 2.36580
H -1.31447 -2.33938 3.35010
H -0.13199 0.52919 -2.49641
H -2.09523 -0.67134 -3.59020
H -3.51241 -2.09872 -2.28583
Se -0.73697 4.19244 0.20057
N -1.78734 2.78653 0.27496
C -2.55169 2.96368 1.38057
C -3.63964 2.11472 1.76323
C -4.31348 2.43229 2.91191
C -3.95812 3.51731 3.75858
C -2.94092 4.36944 3.41298
C -2.21596 4.06379 2.23383
N -1.24601 4.88923 1.73447
H -3.86976 1.30225 1.10047
H -5.12973 1.82300 3.24768
H -4.53255 3.70942 4.66875
H -2.76363 5.28540 3.97714
S 6.67127 2.95032 -5.30480
C 5.37195 3.15709 -4.26077
S 3.74585 2.57995 -4.50532
C 3.25635 2.98359 -2.85641
N 4.23428 3.59824 -2.16774
N 5.34683 3.76629 -2.99545
C 6.44202 4.51674 -2.42217
C 6.39462 4.70029 -1.00712
C 7.24170 5.66166 -0.44295
C 8.12597 6.35565 -1.25262
C 8.17508 6.17635 -2.64278
C 7.31163 5.27610 -3.23648
S 1.68143 2.69646 -2.21799
H 5.65352 4.14334 -0.36120
H 7.28069 5.91137 0.65044
H 8.78075 7.14320 -0.88030
H 8.85851 6.79224 -3.24581
H 7.35506 5.08415 -4.29781
C 5.04136 -3.19720 -1.20301
S 3.21685 -2.97413 -0.99358
O 3.14528 -1.49815 -0.48410
C 2.69942 -2.93647 -2.67150
C 3.13552 -1.86224 -3.43384
C 2.57496 -1.65676 -4.66565
C 1.70165 -2.56830 -5.21249
C 1.34275 -3.70233 -4.47868
C 1.79176 -3.88566 -3.18649
H 5.56533 -2.23408 -1.04875
H 5.30400 -3.65796 -2.15748
H 5.33269 -3.95262 -0.42030
H 3.80215 -1.15164 -2.92991
H 2.80475 -0.73861 -5.17008
H 1.26683 -2.39965 -6.18908
H 0.63725 -4.39969 -4.91535
H 1.40929 -4.65622 -2.50128
```

## Properties
HOMO level ... -1.565 eV
Relative energy (zero: lowest compared OMol25 entry of this formula, charge and spin) ... 0.000 eV
HOMO-LUMO gap ... 4.784 eV
Total charge ... -2
Electronic energy ... -181890.3002 eV